i:
{"formula": "C6H11N", "method": "wB97M-V/def2-TZVPD", "smiles": "C=C/C(=C\\N)CC", "symbols": ["C", "C", "C", "C", "N", "C", "C", "H", "H", "H", "H", "H", "H", "H", "H", "H", "H", "H"], "xyz": [[0.04506, 2.13946, 1.06699], [-0.37039, 0.88045, 0.83710], [0.23976, -0.17842, -0.05159], [1.22905, 0.04433, -1.05166], [2.18593, 1.14863, -0.83905], [-0.27946, -1.56058, 0.09679], [-1.65347, -1.68394, -0.28731], [0.73802, 2.69418, 0.39625], [0.02780, 2.65484, 2.04387], [-1.28869, 0.55280, 1.37311], [1.53453, -0.63162, -1.83835], [1.88746, 1.99997, -1.34634], [2.12246, 1.16545, 0.12870], [-0.20961, -1.63831, 1.20474], [0.24253, -2.40862, -0.35100], [-2.31197, -0.70083, -0.40482], [-1.84656, -2.11567, -1.31894], [-2.29245, -2.36211, 0.34152]]}

=====

ii:
{"formula": "C6H11N", "method": "wB97M-V/def2-TZVPD", "smiles": "C=CNC/C=C/C", "symbols": ["C", "C", "N", "C", "C", "C", "C", "H", "H", "H", "H", "H", "H", "H", "H", "H", "H", "H"], "xyz": [[-1.55813, 2.57980, -1.02057], [-0.53133, 1.88868, -0.54399], [-0.44636, 1.16806, 0.64971], [0.82574, 0.49124, 0.96007], [0.60214, -0.99512, 0.87025], [0.82420, -1.66216, -0.26425], [0.35534, -3.10750, -0.50484], [-2.59805, 2.60315, -0.72325], [-1.37400, 3.18168, -1.90324], [0.42471, 2.05851, -1.03074], [-1.27167, 0.60847, 0.81955], [1.51680, 0.89896, 0.21708], [1.24392, 0.86356, 1.89411], [-0.10002, -1.43536, 1.56472], [1.48737, -1.39325, -1.07692], [1.15939, -3.77117, -0.20147], [-0.55735, -3.34039, 0.03569], [0.06407, -3.07915, -1.55761]]}

=====

Result of the stability comparison: i is the least stable of them.

=====

i:
{"formula": "C6H11N", "method": "wB97M-V/def2-TZVPD", "smiles": "C[C@@H]1C[C@H]2C[C@H]2N1", "symbols": ["C", "C", "C", "C", "C", "C", "N", "H", "H", "H", "H", "H", "H", "H", "H", "H", "H", "H"], "xyz": [[-0.99475, 1.23708, -1.46560], [-0.45709, -0.01989, -0.85944], [-1.07347, -0.28238, 0.62590], [0.25200, -0.19179, 1.38292], [1.35078, -1.21502, 1.28890], [1.45498, 0.02918, 0.37155], [0.79336, -0.50133, -0.77289], [-2.24731, 0.83004, -1.61935], [-0.75647, 1.49791, -2.43267], [-0.89036, 2.07574, -0.78895], [-1.27612, -0.69042, -1.45397], [-1.73051, 0.51932, 0.76357], [-1.40611, -1.23713, 0.57450], [0.00116, 0.40792, 2.36415], [1.75570, -2.32727, 0.93724], [1.97021, -0.85666, 2.05777], [2.19392, 0.75931, 0.56227], [1.06009, -0.03462, -1.53590]]}

=====

ii:
{"formula": "C6H11N", "method": "wB97M-V/def2-TZVPD", "symbols": ["C", "C", "C", "C", "N", "H", "H", "H", "H", "H", "H", "H", "C", "C", "H", "H", "H", "H"], "xyz": [[-0.82102, 1.29707, 1.33731], [0.14140, 0.53513, 0.41949], [-0.50992, 0.35391, -1.02726], [0.32454, -0.50372, -1.89154], [1.42095, 0.94285, 0.35441], [1.63634, 1.57847, 1.12253], [-0.58403, 1.37202, -1.40969], [-0.94689, 2.31791, 0.97051], [-1.80561, 0.82549, 1.38448], [-0.41159, 1.35346, 2.34835], [-0.17897, -1.05519, -2.67992], [1.28921, -0.08849, -2.16760], [0.18128, -1.12667, 0.97772], [0.53561, -2.04203, 0.17089], [0.66563, -3.09995, 0.05665], [-0.06406, -1.13448, 2.02574], [-1.51441, -0.06045, -0.91500], [0.64153, -1.46533, -1.07705]]}

=====

Result of the stability comparison: i is the least stable of them.

=====

i:
{"formula": "C4H8OS", "method": "wB97M-V/def2-TZVPD", "smiles": "CO[C@@H](C)C=S", "symbols": ["C", "O", "C", "C", "C", "S", "H", "H", "H", "H", "H", "H", "H", "H"], "xyz": [[2.34104, -0.68476, -0.51992], [1.65688, -0.27264, 0.65838], [0.39497, 0.33356, 0.55160], [0.40825, 1.65610, -0.25041], [-0.71184, -0.65947, 0.05567], [-2.26079, -0.24126, -0.10837], [2.95352, 0.07763, -0.94590], [2.96526, -1.53857, -0.19961], [1.61832, -1.03530, -1.27473], [0.04098, 0.53489, 1.57402], [0.64418, 1.37700, -1.25941], [-0.67141, 2.04198, -0.34280], [1.13182, 2.39186, 0.08504], [-0.35968, -1.68075, -0.19131]]}

=====

ii:
{"formula": "C4H8OS", "method": "wB97M-V/def2-TZVPD", "smiles": "O[C@H]1CC[C@H]1S", "symbols": ["O", "C", "C", "C", "C", "S", "H", "H", "H", "H", "H", "H", "H", "H"], "xyz": [[-0.76556, 1.57313, -0.47518], [-0.91088, 0.57939, 0.54026], [-1.91145, -0.51575, 0.03581], [-0.56405, -1.24646, -0.49893], [0.20253, -0.47294, 0.55783], [1.84871, -0.07662, -0.09734], [0.14696, 1.94689, -0.33476], [-1.06159, 1.04978, 1.47768], [-2.64643, -0.22999, -0.73006], [-2.42916, -1.01412, 0.86536], [-0.34353, -0.91260, -1.46527], [-0.47452, -2.29584, -0.49324], [0.29094, -0.95720, 1.49972], [2.16560, 0.98851, 0.72967]]}

=====

Result of the stability comparison: i is the least stable of them.

=====

i:
{"formula": "C14H16", "method": "wB97M-V/def2-TZVPD", "smiles": "Cc1ccccc1.Cc1ccccc1", "symbols": ["C", "C", "C", "C", "C", "C", "C", "H", "H", "H", "H", "H", "H", "H", "H", "C", "C", "C", "C", "C", "C", "C", "H", "H", "H", "H", "H", "H", "H", "H"], "xyz": [[3.81200, 2.04218, 1.26603], [3.03492, 1.98849, -0.01054], [1.92293, 1.17097, -0.13507], [1.27013, 1.00016, -1.35236], [1.70559, 1.73146, -2.43094], [2.78503, 2.61509, -2.32193], [3.48397, 2.69001, -1.14220], [4.83133, 1.73881, 1.11861], [3.37678, 1.50929, 2.09616], [3.89180, 3.06548, 1.65695], [1.63292, 0.65415, 0.76085], [0.41728, 0.34036, -1.40068], [1.23658, 1.78118, -3.40317], [3.10272, 3.15386, -3.20424], [4.44146, 3.18080, -0.99528], [-0.86735, -3.54033, 0.52085], [-1.83737, -2.40883, 0.70404], [-2.43379, -1.75767, -0.35606], [-3.50233, -0.87194, -0.19442], [-4.07375, -0.71413, 1.04454], [-3.59154, -1.48566, 2.11787], [-2.45598, -2.23678, 1.95648], [-1.39089, -4.37586, 0.05827], [-0.42335, -3.87364, 1.45600], [-0.05397, -3.26709, -0.15027], [-1.99172, -1.92312, -1.33574], [-3.78984, -0.41146, -1.09635], [-4.82850, 0.03819, 1.19318], [-4.22440, -1.40868, 2.99237], [-2.14522, -2.77879, 2.84310]]}

=====

ii:
{"formula": "C14H16", "method": "wB97M-V/def2-TZVPD", "symbols": ["C", "C", "C", "C", "C", "C", "C", "C", "C", "C", "C", "C", "C", "C", "H", "H", "H", "H", "H", "H", "H", "H", "H", "H", "H", "H", "H", "H", "H", "H"], "xyz": [[3.11511, -1.16683, -1.10847], [3.50043, -0.16355, -0.21202], [1.82326, -1.49183, -1.42973], [2.44745, 0.40363, 0.48022], [0.72664, -0.83388, -0.79655], [1.11884, 0.09530, 0.14604], [-0.67889, -0.91570, -1.05428], [-1.32655, 0.30422, 0.31163], [-3.60212, 0.12025, -0.34076], [-2.61525, 0.71920, 0.33190], [-0.01727, 0.80514, 0.79853], [-1.43810, -1.99857, -1.82956], [0.03830, 2.32490, 0.77021], [-0.05990, 0.46992, 2.33677], [3.92442, -1.69711, -1.77366], [4.58345, -0.07966, -0.13989], [1.48932, -2.29418, -2.13717], [2.73811, 1.12728, 1.14753], [-4.53713, 0.51324, -0.28576], [-3.42112, -0.69721, -0.94150], [-2.99724, 1.53062, 1.11894], [-2.42809, -1.66377, -2.02928], [-1.38039, -2.85969, -1.20731], [-0.83433, -2.09704, -2.87185], [-1.01565, 2.82523, 0.70901], [0.44056, 2.67547, -0.07737], [0.66760, 2.75146, 1.53233], [0.84394, 0.43071, 2.92958], [-0.51038, -0.45759, 2.66940], [-0.59501, 1.32005, 2.95307]]}

=====

Result of the stability comparison: ii is the least stable of them.